Record 1
H6N2Si | ωB97M-V/def2-TZVPD

Its calculated total energy is -10950.8711 eV. The calculation puts the relative energy (zero: lowest compared OMol25 entry of this formula, charge and spin) at 2.872 eV. For the LUMO energy (alpha / beta), the calculation gives -0.233 / -0.233 eV. The HOMO energy (alpha / beta) is -8.512 / -8.512 eV. The value obtained for the HOMO-LUMO gap (alpha / beta) is 0.3042 / 0.3042 Ha. The spin multiplicity is 1.

Cartesian coordinates (Å):
N: 1.060 -0.690 1.300
N: -0.322 -0.670 0.777
Si: -0.690 -0.003 -0.796
H: 1.414 0.269 1.003
H: 1.528 -1.524 0.922
H: -0.835 -0.262 1.555
H: -1.737 -0.566 -1.628
H: 0.583 0.131 -1.497
H: -1.725 2.121 0.069



Record 2
H6N4OS | ωB97M-V/def2-TZVPD

Its calculated total energy is -18933.0622 eV. The calculation puts the relative energy (zero: lowest compared OMol25 entry of this formula, charge and spin) at 3.006 eV. For the LUMO energy (alpha / beta), the calculation gives -1.841 / -2.602 eV. The HOMO energy (alpha / beta) is -8.704 / -8.560 eV. The value obtained for the HOMO-LUMO gap (alpha / beta) is 0.2522 / 0.2190 Ha. The spin multiplicity is 1.

Cartesian coordinates (Å):
N: -1.524 -1.787 0.197
N: -1.596 1.003 -0.947
N: 1.137 -1.400 -0.274
N: -0.364 0.486 -0.698
O: 1.452 0.653 1.413
S: -0.355 -0.876 0.327
H: -1.729 1.983 -0.799
H: -2.250 0.472 -0.392
H: 1.122 -2.369 -0.303
H: 1.756 -0.666 0.036
H: 0.464 1.086 -0.276
H: 1.888 1.415 1.716



Record 3
H6N4S | ωB97M-V/def2-TZVPD

Its calculated total energy is -16888.1469 eV. The calculation puts the relative energy (zero: lowest compared OMol25 entry of this formula, charge and spin) at 1.359 eV. For the LUMO energy, the calculation gives 0.856 eV. The HOMO energy is -7.577 eV. The value obtained for the HOMO-LUMO gap is 0.3099 Ha. The spin multiplicity is 1.

Cartesian coordinates (Å):
N: 1.768 0.642 -0.124
N: -0.357 -0.411 1.188
N: 0.670 1.025 -0.816
N: -0.851 0.591 0.307
S: -2.039 -0.056 -0.934
H: 2.053 1.275 0.603
H: 2.009 -0.339 0.108
H: -0.294 0.150 2.128
H: -0.529 -1.339 1.088
H: 0.430 0.345 -1.534
H: -2.231 1.190 -1.342



Record 4
H6NO | ωB97M-V/def2-TZVPD

Its calculated total energy is -3628.3113 eV. The calculation puts the relative energy (zero: lowest compared OMol25 entry of this formula, charge and spin) at 0.264 eV. For the LUMO energy, the calculation gives -4.111 eV. The HOMO energy is -16.730 eV. The total charge is +1. The value obtained for the HOMO-LUMO gap is 0.4637 Ha. The spin multiplicity is 1.

Cartesian coordinates (Å):
N: -0.827 -0.605 -0.935
H: -0.283 -0.785 -1.790
H: -0.297 -0.814 -0.087
H: -0.850 0.425 -0.926
H: -1.741 -1.023 -1.039
H: 1.664 0.331 1.367
H: 0.434 1.101 1.660
O: 0.833 0.622 0.907



Record 5
H6NOSi2 | ωB97M-V/def2-TZVPD

Its calculated total energy is -19387.4469 eV. The calculation puts the relative energy (zero: lowest compared OMol25 entry of this formula, charge and spin) at 3.632 eV. For the LUMO energy, the calculation gives 4.112 eV. The HOMO energy is -1.973 eV. The total charge is -1. The value obtained for the HOMO-LUMO gap is 0.2236 Ha. The spin multiplicity is 1.

Cartesian coordinates (Å):
N: -0.705 -1.387 -0.769
O: 0.141 -0.427 -1.245
Si: -0.964 -0.956 1.017
Si: 0.868 0.938 -0.915
H: 0.378 -0.412 1.371
H: -1.129 -2.104 1.913
H: -1.984 -0.044 1.609
H: 1.141 1.106 -2.334
H: 0.112 2.300 -0.529
H: 2.143 0.986 -0.118



Record 6
H6NS2 | ωB97M-V/def2-TZVPD

Its calculated total energy is -23254.7182 eV. The calculation puts the relative energy (zero: lowest compared OMol25 entry of this formula, charge and spin) at 0.439 eV. For the LUMO energy (alpha / beta), the calculation gives 0.399 / 0.267 eV. The HOMO energy (alpha / beta) is -4.153 / -9.526 eV. The value obtained for the HOMO-LUMO gap (alpha / beta) is 0.1673 / 0.3599 Ha. The spin multiplicity is 2.

Cartesian coordinates (Å):
N: -2.209 -0.250 -0.256
H: -1.423 0.385 -0.503
H: -1.827 -1.107 0.187
H: -2.913 0.257 0.307
H: -2.637 -0.523 -1.220
S: 2.962 1.421 0.454
S: 1.944 -0.170 -0.150
H: 3.317 1.180 1.714
H: 2.787 -1.192 -0.531



Record 7
H6NS2 | ωB97M-V/def2-TZVPD

Its calculated total energy is -23250.7027 eV. The calculation puts the relative energy (zero: lowest compared OMol25 entry of this formula, charge and spin) at 0.505 eV. For the LUMO energy, the calculation gives -4.176 eV. The HOMO energy is -13.201 eV. The total charge is +1. The value obtained for the HOMO-LUMO gap is 0.3316 Ha. The spin multiplicity is 1.

Cartesian coordinates (Å):
N: -1.297 0.330 -0.456
H: -1.806 -0.273 0.189
H: -1.459 1.288 -0.121
H: -1.704 0.347 -1.397
H: -0.274 0.080 -0.442
S: 1.880 0.369 -0.117
S: 1.199 -1.323 1.010
H: 2.995 -0.320 -0.443
H: 0.467 -0.498 1.778



Record 8
H6NaO7S | ωB97M-V/def2-TZVPD

Its calculated total energy is -29684.5699 eV. The calculation puts the relative energy (zero: lowest compared OMol25 entry of this formula, charge and spin) at 0.000 eV. For the LUMO energy, the calculation gives 1.594 eV. The HOMO energy is -3.143 eV. The total charge is -1. The value obtained for the HOMO-LUMO gap is 0.1741 Ha. The spin multiplicity is 1.

Cartesian coordinates (Å):
Na: 13.588 11.713 10.226
S: 15.790 10.992 8.450
O: 15.556 10.552 9.881
O: 14.596 11.854 8.126
O: 17.034 11.766 8.352
O: 15.806 9.811 7.563
O: 12.642 13.970 10.494
H: 12.170 14.255 9.707
H: 13.228 14.701 10.706
O: 14.409 9.622 12.267
H: 14.057 9.112 12.999
H: 14.291 9.106 11.462
O: 11.771 11.637 11.752
H: 11.739 12.592 11.871
H: 11.529 11.249 12.594



Record 9
H6O3 | ωB97M-V/def2-TZVPD

Its calculated total energy is -6237.9252 eV. The calculation puts the relative energy (zero: lowest compared OMol25 entry of this formula, charge and spin) at 1.237 eV. For the LUMO energy (alpha / beta), the calculation gives 1.905 / 1.905 eV. The HOMO energy (alpha / beta) is 1.458 / -5.794 eV. The total charge is -1. The value obtained for the HOMO-LUMO gap (alpha / beta) is 0.0164 / 0.2830 Ha. The spin multiplicity is 2.

Cartesian coordinates (Å):
O: -0.036 -4.037 5.087
H: 0.731 -4.605 5.016
H: -0.373 -3.732 5.941
O: 2.172 -2.883 4.600
H: 1.310 -2.696 4.177
H: 2.396 -1.944 4.750
O: -1.827 6.918 -9.810
H: -2.586 6.720 -9.253
H: -1.787 6.259 -10.508